Below is the ion C6H12N with charge +1 at a distorted geometry, with properties calculated with ωB97M-V/def2-TZVPD.

Atoms and positions in Å:
C: -1.8898 0.0772 0.4872
C: -1.2766 -0.6476 -0.6893
C: 0.3551 -0.6831 -0.4178
N: 0.6580 0.8094 -0.6934
C: 1.3172 1.5151 0.4327
C: 0.9868 -1.2573 0.7344
C: 1.0275 -2.0053 -0.3388
H: -2.8174 -0.3691 0.8205
H: -2.0568 1.1687 0.3714
H: -1.2367 -0.1389 1.2958
H: -1.5415 -0.2490 -1.6564
H: -1.5524 -1.6919 -0.7057
H: 1.1317 0.9679 -1.5315
H: -0.2080 1.1876 -1.0754
H: 1.7471 2.4195 0.0676
H: 0.6119 1.8212 1.2253
H: 2.1334 0.9443 0.8309
H: 1.0295 -1.0995 1.7796
H: 1.5810 -2.7693 -0.9373

Forces on the atoms, in the same order (eV/Å):
C -0.807 0.323 -0.179
C 2.246 -0.911 1.063
C -4.601 0.218 -0.848
N 0.443 -0.480 0.105
C -0.816 1.005 0.303
C -1.023 -1.005 -0.180
C 2.731 0.971 -1.186
H -0.474 0.096 -0.316
H 0.227 -0.630 0.051
H 0.527 0.362 1.134
H 0.153 0.259 -0.473
H -0.300 -0.252 0.040
H 2.332 -0.134 -1.660
H -0.621 0.362 1.348
H 0.282 0.716 -0.429
H 0.144 -0.629 -0.478
H 0.147 -0.605 0.082
H 0.353 -0.244 0.783
H -0.946 0.579 0.839

Results
Energy above the lowest of the compared OMol25 structures with the same formula, charge and spin (kJ/mol): 359.34
Total energy (eV): -7896.3372
HOMO level (eV): -14.2
Charge: +1
SMILES: CCC1([NH2+]C)C=C1
Kohn-Sham gap (eV): 11.1175

***

Below is a structure of composition C10H14BFN6Ni at a distorted geometry, with properties calculated with ωB97M-V/def2-TZVPD.

Atoms and positions in Å:
H: 0.9626 2.9392 1.7482
N: 0.6421 1.6884 0.1315
B: 0.2618 0.4407 -2.0320
N: 0.6514 1.7725 -1.2467
C: 0.9885 3.0478 -1.5637
Ni: 0.4040 0.1541 1.1758
H: 1.0503 3.3722 -2.5859
C: 1.1647 3.7697 -0.3741
H: 1.3981 4.7974 -0.2395
C: 0.9325 2.8835 0.6731
H: 0.2517 0.5411 -3.2214
C: -1.3838 -1.7839 3.7227
H: -0.7898 -2.1182 4.5840
H: -0.6744 -1.6775 2.8904
H: -2.0670 -2.6031 3.4731
N: -1.1372 0.0280 -1.3898
N: 1.2251 -0.6772 -1.4870
N: -1.1999 -0.1092 -0.0153
N: 1.2719 -0.8847 -0.1143
C: -2.3601 -0.2573 -1.8969
C: 2.0732 -1.5596 -2.0699
H: -2.5116 -0.1978 -2.9611
H: 2.1982 -1.5882 -3.1436
C: -3.2180 -0.5423 -0.8339
C: 2.6813 -2.3206 -1.0645
C: -2.4548 -0.4358 0.3342
C: 2.1575 -1.8692 0.1499
H: -4.2593 -0.7721 -0.8828
H: 3.4114 -3.0977 -1.1763
H: -2.6788 -0.5851 1.3822
H: 2.3369 -2.1582 1.1804
H: -1.9135 -0.8523 3.9420
F: 0.5851 0.6555 2.9111

Forces on the atoms, in the same order (eV/Å):
H 0.045 0.249 0.019
N 0.591 2.084 -0.924
B -0.345 -0.044 1.638
N 0.337 0.342 1.396
C -0.252 -0.190 0.993
Ni -1.243 -0.142 0.797
H 0.018 -0.007 -0.104
C -0.121 -0.160 -0.489
H 0.183 0.554 -0.278
C -0.175 -1.373 -1.696
H 0.002 0.011 0.091
C 0.366 -0.653 -0.036
H -0.237 0.316 -0.115
H -0.306 0.224 0.211
H -0.078 0.285 0.042
N -0.413 -0.305 1.182
N 0.662 -0.742 1.350
N -1.185 -0.206 -0.394
N 1.844 -1.602 -1.518
C 0.400 0.280 0.927
C -0.082 0.143 0.976
H -0.169 -0.060 0.003
H -0.037 0.028 0.164
C 0.026 0.058 -0.305
C -0.065 0.057 -0.308
C 1.227 0.259 -1.363
C -0.915 1.079 -1.352
H -0.315 -0.117 -0.157
H 0.084 -0.107 -0.201
H -0.142 0.009 -0.215
H 0.036 -0.008 -0.313
H 0.226 -0.230 -0.114
F 0.032 -0.030 0.091

Results
Total energy (eV): -63976.8158
Spin multiplicity: 3
HOMO level (spin up / spin down) (eV): -9.2 / -9.1
Kohn-Sham gap (spin up / spin down) (eV): 9.8611 / 9.8089

***

Below is a structure of composition C21H21N4O5PS3Sn, with properties calculated with ωB97M-V/def2-TZVPD.

Atoms and positions in Å:
Sn: -0.2611 -0.7547 -1.7763
O: -0.7019 -3.0990 -1.0690
N: 0.0383 -4.1373 -1.3550
C: -0.4617 -5.3525 -1.0246
C: 0.2113 -6.5186 -1.2713
C: 1.4647 -6.4368 -1.8854
C: 1.9647 -5.1996 -2.2126
C: 1.2648 -4.0045 -1.9543
S: 1.8942 -2.4754 -2.3430
H: -1.4312 -5.2886 -0.5549
H: -0.2367 -7.4593 -0.9870
H: 2.0356 -7.3308 -2.1007
H: 2.9295 -5.0900 -2.6849
C: -6.5019 1.4531 -0.5971
C: -5.4053 2.1641 0.1689
O: -4.3194 2.4626 -0.7067
P: -2.9087 1.6987 -0.4840
S: -1.6577 2.2923 -1.8769
S: -3.2049 -0.2485 -0.2522
O: -2.5368 2.3672 0.9469
C: -1.2706 2.0224 1.5285
C: -1.1752 2.6630 2.8914
H: -7.3581 1.2619 0.0541
H: -6.1231 0.5040 -0.9728
H: -6.8336 2.0593 -1.4409
H: -5.0615 1.5475 1.0026
H: -5.7576 3.1192 0.5718
H: -0.4768 2.3791 0.8670
H: -1.2002 0.9349 1.6047
H: -1.2423 3.7490 2.8164
H: -0.2181 2.3992 3.3420
H: -1.9762 2.3075 3.5417
O: 5.2697 3.6676 0.2764
N: 4.6756 3.0274 1.1975
O: 5.0513 3.1537 2.3981
C: 3.6386 2.1645 0.9075
C: 3.0322 1.4696 1.9850
C: 2.0038 0.5653 1.8122
C: 1.3694 -0.1670 2.8915
C: 0.3775 -1.0766 2.5901
C: -0.0513 -1.2820 1.2900
N: 0.5011 -0.5761 0.2561
C: 1.5076 0.3025 0.5107
C: 2.0933 0.9958 -0.5872
N: 1.5727 0.7110 -1.8026
C: 2.0329 1.3069 -2.8876
C: 3.0673 2.2263 -2.8261
C: 3.6281 2.5387 -1.6020
C: 3.1604 1.9347 -0.4220
H: 3.4186 1.6732 2.9721
H: 1.6978 0.0002 3.9095
H: -0.0999 -1.6449 3.3810
H: -0.8378 -1.9726 1.0344
H: 1.5528 1.0391 -3.8223
H: 3.4258 2.7002 -3.7303
H: 4.4303 3.2531 -1.5184

Forces on the atoms, in the same order (eV/Å):
Sn -0.071 -0.094 0.022
O -0.004 -0.014 -0.182
N -0.106 -0.064 0.142
C 0.004 0.068 0.014
C 0.067 0.060 -0.037
C -0.009 0.117 -0.014
C -0.025 -0.217 0.043
C -0.004 0.031 -0.006
S 0.051 0.064 -0.060
H 0.002 -0.014 -0.001
H 0.004 -0.020 0.000
H 0.012 -0.010 -0.003
H 0.029 -0.021 -0.007
C 0.015 0.018 0.019
C -0.011 0.033 0.041
O -0.061 0.015 -0.038
P 0.080 0.014 -0.001
S -0.018 0.018 0.042
S 0.036 0.005 0.015
O -0.057 -0.009 -0.077
C 0.011 -0.052 0.000
C 0.019 0.012 -0.014
H -0.031 -0.008 0.026
H 0.017 -0.024 -0.008
H 0.000 0.022 -0.030
H -0.025 0.012 -0.025
H 0.004 -0.033 -0.005
H 0.017 -0.009 0.033
H 0.015 0.043 0.015
H -0.009 0.037 -0.005
H 0.035 -0.006 0.007
H -0.029 -0.021 0.008
O 0.047 0.124 -0.186
N 0.142 -0.053 0.041
O -0.028 0.023 0.158
C -0.156 -0.153 0.297
C 0.406 0.403 -0.078
C -0.546 -0.484 -0.162
C 0.431 0.386 0.042
C -0.357 -0.306 -0.253
C 0.140 0.052 0.319
N -0.352 -0.225 -0.223
C 0.416 0.326 0.197
C 0.067 0.006 0.276
N -0.016 0.058 -0.243
C -0.079 -0.091 0.136
C 0.036 0.047 -0.091
C 0.024 0.022 0.053
C -0.067 -0.026 -0.167
H -0.019 -0.026 0.012
H 0.011 0.001 0.005
H -0.013 -0.012 -0.009
H -0.018 -0.012 0.012
H -0.012 0.003 -0.045
H -0.009 -0.003 -0.019
H -0.007 -0.010 0.012

Results
Energy above the lowest of the compared OMol25 structures with the same formula, charge and spin (kJ/mol): 0.00
Total energy (eV): -85943.2946
HOMO level (spin up / spin down) (eV): 0.3 / 0.1
Charge: -2
Kohn-Sham gap (spin up / spin down) (eV): 3.8237 / 4.0238

***

Below is a structure of composition C13H15PRuSe2 at a distorted geometry, with properties calculated with ωB97M-V/def2-TZVPD.

Atoms and positions in Å:
Ru: -1.3399 -0.4663 -1.6602
C: -3.6404 -4.5937 -2.4535
H: -3.9066 -3.6066 -2.0571
H: -3.0055 -4.4622 -3.3356
H: -4.5885 -5.0390 -2.7660
H: -3.0690 -5.1398 -1.6948
H: 0.0441 -1.2192 -1.8680
Se: 0.2730 -0.2097 -3.2905
P: -0.0908 -0.2767 0.0714
Se: -1.6789 -1.7774 0.4631
C: 1.5740 -0.3606 0.5846
C: 2.1770 0.7098 1.2675
C: 3.4571 0.5223 1.7664
C: 4.1601 -0.6674 1.5496
C: 3.5543 -1.6800 0.8096
C: 2.2658 -1.5498 0.3145
C: -0.7256 1.4452 0.2571
C: -1.4459 1.7377 1.4293
C: -1.7351 3.0708 1.7064
C: -1.4000 4.0945 0.8106
C: -0.7723 3.7701 -0.3951
C: -0.4344 2.4475 -0.6823
H: 1.6047 1.6195 1.4469
H: 3.9232 1.3027 2.3562
H: 5.1704 -0.8095 1.9510
H: 4.0855 -2.6047 0.6429
H: 1.7399 -2.3286 -0.2320
H: -1.7737 0.9103 2.0728
H: -2.2275 3.3295 2.6471
H: -1.6203 5.1390 1.0530
H: -0.5511 4.5557 -1.1121
H: -0.0238 2.1364 -1.6528

Forces on the atoms, in the same order (eV/Å):
Ru -1.592 -0.154 -0.839
C 0.153 0.580 -0.139
H 0.133 -0.005 0.009
H -0.131 -0.031 0.093
H 0.369 -0.329 0.268
H -0.485 -0.154 -0.208
H 0.758 -0.908 -0.585
Se 0.224 0.227 -0.700
P -0.340 1.992 2.623
Se 0.614 0.438 -0.139
C 0.141 -0.471 -0.703
C -0.252 -0.095 0.216
C 0.214 0.201 0.160
C -0.401 0.193 -0.137
C -0.042 -0.619 -0.261
C 0.116 0.248 0.460
C -0.190 -0.932 0.111
C -0.158 0.122 -0.035
C -0.245 -0.085 0.451
C 0.321 -0.375 -0.096
C -0.068 -0.042 -0.137
C 0.050 0.005 -0.375
H 0.343 -0.142 0.035
H -0.081 0.048 -0.110
H -0.496 0.113 -0.164
H 0.080 -0.062 -0.070
H 0.419 -0.207 0.100
H 0.236 0.606 -0.012
H 0.083 -0.149 -0.345
H 0.036 -0.459 -0.104
H -0.029 -0.172 0.053
H 0.221 0.617 0.580

Results
Total energy (eV): -156267.2541
Spin multiplicity: 5
HOMO level (spin up / spin down) (eV): -16.4 / -16.4
Charge: +2
Kohn-Sham gap (spin up / spin down) (eV): 7.4226 / 5.5421

***

Q: The highest total energy belongs to which entry?
A: C6H12N

***

Repeat the first record exactly.
Below is the ion C6H12N with charge +1 at a distorted geometry, with properties calculated with ωB97M-V/def2-TZVPD.

Atoms and positions in Å:
C: -1.8898 0.0772 0.4872
C: -1.2766 -0.6476 -0.6893
C: 0.3551 -0.6831 -0.4178
N: 0.6580 0.8094 -0.6934
C: 1.3172 1.5151 0.4327
C: 0.9868 -1.2573 0.7344
C: 1.0275 -2.0053 -0.3388
H: -2.8174 -0.3691 0.8205
H: -2.0568 1.1687 0.3714
H: -1.2367 -0.1389 1.2958
H: -1.5415 -0.2490 -1.6564
H: -1.5524 -1.6919 -0.7057
H: 1.1317 0.9679 -1.5315
H: -0.2080 1.1876 -1.0754
H: 1.7471 2.4195 0.0676
H: 0.6119 1.8212 1.2253
H: 2.1334 0.9443 0.8309
H: 1.0295 -1.0995 1.7796
H: 1.5810 -2.7693 -0.9373

Forces on the atoms, in the same order (eV/Å):
C -0.807 0.323 -0.179
C 2.246 -0.911 1.063
C -4.601 0.218 -0.848
N 0.443 -0.480 0.105
C -0.816 1.005 0.303
C -1.023 -1.005 -0.180
C 2.731 0.971 -1.186
H -0.474 0.096 -0.316
H 0.227 -0.630 0.051
H 0.527 0.362 1.134
H 0.153 0.259 -0.473
H -0.300 -0.252 0.040
H 2.332 -0.134 -1.660
H -0.621 0.362 1.348
H 0.282 0.716 -0.429
H 0.144 -0.629 -0.478
H 0.147 -0.605 0.082
H 0.353 -0.244 0.783
H -0.946 0.579 0.839

Results
Energy above the lowest of the compared OMol25 structures with the same formula, charge and spin (kJ/mol): 359.34
Total energy (eV): -7896.3372
HOMO level (eV): -14.2
Charge: +1
SMILES: CCC1([NH2+]C)C=C1
Kohn-Sham gap (eV): 11.1175

***

Q: Among the records above, which one has the lowest total energy?
A: C13H15PRuSe2

***

What did the fourth record say?
Below is a structure of composition C13H15PRuSe2 at a distorted geometry, with properties calculated with ωB97M-V/def2-TZVPD.

Atoms and positions in Å:
Ru: -1.3399 -0.4663 -1.6602
C: -3.6404 -4.5937 -2.4535
H: -3.9066 -3.6066 -2.0571
H: -3.0055 -4.4622 -3.3356
H: -4.5885 -5.0390 -2.7660
H: -3.0690 -5.1398 -1.6948
H: 0.0441 -1.2192 -1.8680
Se: 0.2730 -0.2097 -3.2905
P: -0.0908 -0.2767 0.0714
Se: -1.6789 -1.7774 0.4631
C: 1.5740 -0.3606 0.5846
C: 2.1770 0.7098 1.2675
C: 3.4571 0.5223 1.7664
C: 4.1601 -0.6674 1.5496
C: 3.5543 -1.6800 0.8096
C: 2.2658 -1.5498 0.3145
C: -0.7256 1.4452 0.2571
C: -1.4459 1.7377 1.4293
C: -1.7351 3.0708 1.7064
C: -1.4000 4.0945 0.8106
C: -0.7723 3.7701 -0.3951
C: -0.4344 2.4475 -0.6823
H: 1.6047 1.6195 1.4469
H: 3.9232 1.3027 2.3562
H: 5.1704 -0.8095 1.9510
H: 4.0855 -2.6047 0.6429
H: 1.7399 -2.3286 -0.2320
H: -1.7737 0.9103 2.0728
H: -2.2275 3.3295 2.6471
H: -1.6203 5.1390 1.0530
H: -0.5511 4.5557 -1.1121
H: -0.0238 2.1364 -1.6528

Forces on the atoms, in the same order (eV/Å):
Ru -1.592 -0.154 -0.839
C 0.153 0.580 -0.139
H 0.133 -0.005 0.009
H -0.131 -0.031 0.093
H 0.369 -0.329 0.268
H -0.485 -0.154 -0.208
H 0.758 -0.908 -0.585
Se 0.224 0.227 -0.700
P -0.340 1.992 2.623
Se 0.614 0.438 -0.139
C 0.141 -0.471 -0.703
C -0.252 -0.095 0.216
C 0.214 0.201 0.160
C -0.401 0.193 -0.137
C -0.042 -0.619 -0.261
C 0.116 0.248 0.460
C -0.190 -0.932 0.111
C -0.158 0.122 -0.035
C -0.245 -0.085 0.451
C 0.321 -0.375 -0.096
C -0.068 -0.042 -0.137
C 0.050 0.005 -0.375
H 0.343 -0.142 0.035
H -0.081 0.048 -0.110
H -0.496 0.113 -0.164
H 0.080 -0.062 -0.070
H 0.419 -0.207 0.100
H 0.236 0.606 -0.012
H 0.083 -0.149 -0.345
H 0.036 -0.459 -0.104
H -0.029 -0.172 0.053
H 0.221 0.617 0.580

Results
Total energy (eV): -156267.2541
Spin multiplicity: 5
HOMO level (spin up / spin down) (eV): -16.4 / -16.4
Charge: +2
Kohn-Sham gap (spin up / spin down) (eV): 7.4226 / 5.5421